Record 1
Computed, not measured: a gas-phase ion, C6H10N3O2S (charge -1), with ωB97M-V with the def2-TZVPD basis set.

SMILES string: Cc1nnc(C=[S@](C)(=O)[O-])n1C
total charge: -1
HOMO level: -2.988 eV
Kohn-Sham gap: 6.233 eV

Last column: Mulliken charge in e.
Element x y z (Å)
C -3.33 0.72 -0.32  -1.3055
C -1.85 0.74 -0.26  0.9380
N -1.10 1.78 -0.12  -0.8735
N 0.20 1.40 -0.10  -0.3710
C 0.25 0.07 -0.23  0.9128
C 1.35 -0.76 -0.29  -1.3291
S 2.93 -0.15 -0.04  1.1873
C 2.86 1.10 1.29  -1.0031
O 3.48 0.54 -1.20  -0.7127
O 3.76 -1.25 0.44  -0.7512
N -1.06 -0.40 -0.34  0.1018
C -1.46 -1.76 -0.53  -1.0323
H -3.68 0.30 -1.27  0.2832
H -3.75 0.12 0.49  0.2741
H -3.69 1.74 -0.23  0.3618
H 1.26 -1.81 -0.11  0.3157
H 3.78 1.67 1.28  0.3255
H 2.00 1.72 1.05  0.3890
H 2.73 0.58 2.23  0.2698
H -1.27 -2.35 0.37  0.2932
H -2.52 -1.80 -0.77  0.3870
H -0.88 -2.20 -1.35  0.3390



Record 2
Computed, not measured: a gas-phase ion, C6H10N3S (charge +1), with ωB97M-V with the def2-TZVPD basis set.

total charge: +1
HOMO level: -13.453 eV
Kohn-Sham gap: 9.865 eV

Last column: Mulliken charge in e.
Element x y z (Å)
C 1.92 1.36 1.04  -0.2949
C 0.85 3.07 -0.26  -0.1906
C 0.74 1.04 0.43  0.1784
C 0.08 -0.41 0.45  0.8655
C -1.12 -0.14 -1.65  -0.9566
C -1.22 -2.24 -0.27  -0.8976
N 0.18 1.97 -0.31  -0.4299
N -0.75 -0.88 -0.44  -0.0085
N 0.38 -1.08 1.59  -0.4181
S 2.24 3.00 0.76  -0.0743
H 2.50 0.65 1.71  0.2406
H 0.42 3.85 -0.86  0.4939
H -1.96 -0.51 -2.00  0.3856
H -1.18 0.86 -1.37  0.5047
H -0.44 -0.17 -2.50  0.3277
H -1.09 -2.44 0.83  0.2541
H -2.17 -2.24 -0.77  0.3081
H -0.46 -2.87 -0.67  0.4020
H 1.17 -0.99 2.19  0.1508
H -0.10 -1.83 2.08  0.1590



Record 3
Computed, not measured: 2 unconnected molecules or ions with the total composition C6H10N4, with ωB97M-V with the def2-TZVPD basis set.

total charge: 0
HOMO level (spin up / spin down): -7.907 / -8.497 eV
Kohn-Sham gap (spin up / spin down): 7.183 / 8.922 eV

Last column: Mulliken charge in e.
Element x y z (Å)
C -0.48 -3.15 0.32  0.0648
C -1.30 -1.57 -0.74  -0.2378
C -1.48 1.03 1.17  -0.5452
C -0.02 1.32 1.41  -0.3136
C -0.62 1.54 0.13  -0.2342
C 1.72 0.08 -1.49  -0.7377
N -1.63 -2.61 -0.07  -0.6071
N 0.59 -2.48 -0.12  -0.8657
N 0.05 -1.44 -0.81  1.2120
N 0.35 -0.32 -1.46  -0.6747
H -0.42 -4.14 0.95  0.3419
H -1.73 -0.94 -1.43  0.5239
H -1.92 -0.05 1.21  0.1803
H -2.14 1.82 1.55  0.2444
H 0.51 2.11 2.10  0.2087
H 0.63 0.47 1.32  0.1474
H -0.77 2.21 -0.67  0.3965
H 2.38 -0.81 -1.84  0.3142
H 1.90 0.93 -2.13  0.2967
H 2.09 0.33 -0.51  0.2852



Record 4
Computed, not measured: a molecular structure, C6H10NO, with ωB97M-V with the def2-TZVPD basis set.

total charge: +1
HOMO level: -14.134 eV
Kohn-Sham gap: 8.584 eV

Last column: Mulliken charge in e.
Element x y z (Å)
C 1.33 1.48 0.04  -0.4644
C 0.93 0.23 0.11  0.4075
C 2.17 -0.51 -0.01  0.2655
C 2.75 0.95 -0.07  -0.1828
C -2.10 0.64 -0.06  -0.9161
C -1.38 -1.70 -0.16  -0.9312
N -1.28 -0.41 0.49  -0.2104
O 2.58 -1.60 -0.06  -0.3882
H 0.91 2.46 0.05  0.4441
H 3.26 1.16 -1.02  0.2924
H 3.38 1.17 0.79  0.2718
H -1.88 1.59 0.43  0.3092
H -1.93 0.73 -1.13  0.3594
H -3.16 0.41 0.10  0.3726
H -0.77 -2.43 0.35  0.3495
H -2.42 -2.05 -0.16  0.3683
H -1.06 -1.62 -1.20  0.3421
H -1.31 -0.47 1.50  0.3108



Record 5
Computed, not measured: 2 unconnected molecules or ions with the total composition C6H10NO, with ωB97M-V with the def2-TZVPD basis set.

total charge: +1
HOMO level (spin up / spin down): -12.105 / -12.640 eV
Kohn-Sham gap (spin up / spin down): 7.121 / 9.028 eV

Last column: Mulliken charge in e.
Element x y z (Å)
C -2.65 -1.87 0.23  0.1785
C -1.77 -1.06 0.03  -0.3787
C 2.64 -0.86 -0.47  -0.0360
C 1.44 -1.47 -0.04  -0.2307
C -0.75 2.26 0.00  -0.7801
C -0.89 -0.14 -0.44  -0.7990
N -0.47 0.85 0.53  -0.0636
O 2.02 -0.60 0.82  -0.4175
H -3.23 -2.72 0.49  0.4657
H 3.69 -1.21 -0.38  0.2581
H 2.52 -0.02 -1.15  0.1875
H 0.94 -2.38 0.13  0.3997
H -1.80 2.16 -0.28  0.3896
H -0.70 3.22 0.63  0.3018
H 0.05 2.46 -0.82  0.3038
H -0.75 -0.16 -1.43  0.4745
H 0.58 0.78 0.67  0.3420
H -0.86 0.77 1.48  0.4043



Record 6
Computed, not measured: 2 unconnected molecules or ions with the total composition C6H10NO, with ωB97M-V with the def2-TZVPD basis set.

total charge: +1
HOMO level: -13.381 eV
Kohn-Sham gap: 8.414 eV

Last column: Mulliken charge in e.
Element x y z (Å)
C 2.47 1.59 -0.35  0.0806
C 1.69 0.66 -0.22  -0.7222
C -1.22 3.38 -0.14  -0.1192
C -0.07 -0.43 -1.31  -1.1542
C 0.33 -2.43 1.16  -0.8858
C 0.85 -0.48 -0.18  0.9663
N 0.96 -1.22 0.86  -0.1123
O -1.19 2.21 0.06  -0.3732
H 3.21 2.13 -0.89  0.3794
H -2.08 3.98 0.24  0.2685
H -0.62 0.53 -1.37  0.2611
H -0.79 -1.13 -1.50  0.4393
H 0.45 -0.23 -2.23  0.4195
H -0.74 -2.21 1.64  0.3273
H -0.01 -3.11 0.29  0.3052
H 0.89 -2.93 1.87  0.3561
H -0.40 3.82 -0.75  0.2101
H 1.71 -1.03 1.57  0.3535



Record 7
Computed, not measured: 2 unconnected molecules or ions with the total composition C6H10NO3S2, with ωB97M-V with the def2-TZVPD basis set.

total charge: -1
HOMO level: -4.828 eV
Kohn-Sham gap: 7.956 eV

Last column: Mulliken charge in e.
Element x y z (Å)
C 1.58 0.67 -1.11  0.6646
C 0.22 1.75 -1.35  -0.7379
C -0.69 0.70 -1.03  -0.1022
C 0.37 -2.74 -0.77  0.2182
C 1.19 -2.75 0.45  -0.7100
C -1.96 2.11 1.76  -0.8608
N -1.08 0.27 0.13  -0.4528
O 1.90 0.59 0.03  -0.5210
O 1.99 0.18 -2.18  -0.6701
O -0.44 0.15 2.57  -0.6701
S 0.46 -3.75 -1.96  -0.3462
S -0.42 1.14 1.44  0.5443
H 0.36 2.54 -0.59  0.2712
H 0.23 2.09 -2.34  0.4076
H -1.12 0.01 -1.95  0.3192
H -0.18 -1.80 -0.85  0.0503
H 0.73 -2.13 1.30  0.1545
H 2.05 -2.17 0.07  0.2052
H 1.56 -3.71 0.79  0.3904
H -2.15 2.38 2.85  0.2872
H -2.63 1.34 1.47  0.2978
H -1.96 3.12 1.25  0.2607



Calculated values (eV) of energy relative to the best compared isomer or geometry (same formula, charge and spin) for the records, taken in order: 0.000, 0.952, 6.887, 3.757, 6.881, 3.373, 0.000.